# 1
Density functional theory data (wB97M-V/def2-TZVPD) for C27H23LiN6O6S2 as an isolated structure.

Computed properties:
LUMO energy = 3.639 eV
HOMO level = -2.4 eV
Kohn-Sham gap = 6.06 eV

ORCA input file:
```
! RIJCOSX wB97M-V def2-TZVPD def2/J DEFGRID3
* xyz -2 1
Li 1.17 -0.97 -0.78
N 3.27 -1.37 -3.37
C 1.94 -1.70 -3.62
C 1.70 -2.84 -4.41
C 0.41 -3.16 -4.73
C -0.63 -2.36 -4.25
C -0.29 -1.28 -3.47
N 0.96 -0.94 -3.16
C 3.84 -0.60 -2.35
C 5.24 -0.61 -2.26
C 5.84 0.13 -1.26
C 5.04 0.87 -0.40
C 3.67 0.83 -0.58
N 3.08 0.11 -1.54
H 3.92 -2.00 -3.80
H 2.53 -3.46 -4.74
H 0.19 -4.04 -5.32
H -1.67 -2.59 -4.47
H -1.06 -0.63 -3.07
H 5.83 -1.21 -2.94
H 6.92 0.13 -1.16
H 5.47 1.46 0.40
H 3.00 1.36 0.09
O 3.22 6.02 6.09
C 3.74 4.80 5.73
O 4.73 4.43 6.31
C 3.02 4.06 4.68
C 2.06 4.63 3.83
C 1.43 3.90 2.86
C 1.70 2.52 2.67
S 0.90 1.60 1.45
C 2.67 1.95 3.54
C 3.31 2.70 4.50
H 2.37 6.13 5.63
H 1.83 5.69 3.90
H 0.70 4.36 2.21
H 2.90 0.90 3.42
H 4.06 2.25 5.14
C 1.93 -3.54 0.39
O 1.70 -2.57 -0.55
H 1.71 -3.22 1.43
H 2.99 -3.88 0.42
H 1.33 -4.46 0.23
O -9.42 1.27 -0.61
S -8.22 1.52 0.18
O -7.37 2.56 -0.34
O -8.43 1.54 1.62
C -7.24 -0.01 0.00
N -7.92 -1.16 -0.07
C -7.20 -2.26 -0.14
C -5.81 -2.26 -0.16
C -5.20 -1.02 -0.08
N -5.91 0.10 0.00
C -3.71 -0.87 -0.14
C -3.13 0.37 -0.38
C -1.76 0.46 -0.52
N -0.95 -0.60 -0.45
C -1.50 -1.79 -0.16
C -2.86 -1.96 0.01
H -7.74 -3.20 -0.20
H -5.25 -3.18 -0.25
H -3.76 1.24 -0.46
H -1.28 1.41 -0.71
H -0.80 -2.62 -0.09
H -3.23 -2.95 0.24
*
```

=====

# 2
Density functional theory data (wB97M-V/def2-TZVPD) for C18H28N5O4S2Ti as an isolated structure.

Computed properties:
LUMO energy (spin up / spin down) = 2.531 / 2.529 eV
ΔE to the lowest compared entry with this formula, charge and spin = 79.4 kJ/mol
HOMO level (spin up / spin down) = -2.7 / -4.0 eV
Kohn-Sham gap (spin up / spin down) = 5.24 / 6.58 eV

ORCA input file:
```
! RIJCOSX wB97M-V def2-TZVPD def2/J DEFGRID3
* xyz -1 3
Ti 0.20 0.42 0.67
N -1.01 3.36 3.46
C -0.70 2.20 2.74
S -1.63 1.93 1.26
N 0.25 1.48 3.22
N 0.50 0.20 2.65
C 1.84 -0.14 2.67
C 2.89 0.81 2.39
C 4.18 0.73 2.92
C 5.17 1.65 2.60
C 4.87 2.69 1.72
C 3.61 2.77 1.14
C 2.63 1.83 1.43
O 1.48 1.79 0.73
H -1.34 4.11 2.87
H -0.27 3.63 4.08
H 2.08 -1.16 2.98
H 4.40 -0.07 3.63
H 6.16 1.57 3.03
H 5.62 3.44 1.48
H 3.37 3.55 0.43
C 1.27 -2.62 -2.07
C 1.95 -2.32 -0.72
N 1.94 -0.89 -0.40
C 2.69 -0.04 -1.33
C 1.86 0.58 -2.47
S 0.21 1.17 -1.97
C -0.92 0.18 -3.00
C -0.46 -1.25 -3.34
N 0.01 -1.94 -2.17
H 1.19 -3.70 -2.17
H 1.92 -2.28 -2.87
H 2.98 -2.70 -0.77
H 1.43 -2.85 0.08
H 2.28 -0.76 0.55
H 3.51 -0.60 -1.78
H 3.13 0.76 -0.75
H 1.72 -0.11 -3.29
H 2.40 1.44 -2.86
H -1.13 0.74 -3.92
H -1.83 0.13 -2.41
H 0.32 -1.22 -4.10
H -1.31 -1.75 -3.82
H -0.73 -2.35 -1.61
C -3.84 -3.05 1.63
C -2.58 -2.23 1.88
C -1.65 -2.95 2.86
O -3.00 -1.00 2.44
C -1.78 -2.06 0.58
O -1.89 -2.89 -0.31
O -0.97 -1.04 0.50
H -4.28 -3.33 2.59
H -3.60 -3.94 1.05
H -4.56 -2.44 1.08
H -2.18 -3.08 3.81
H -0.77 -2.33 3.05
H -1.35 -3.93 2.47
H -2.45 -0.27 2.13
*
```

=====

# 3
Density functional theory data (wB97M-V/def2-TZVPD) for a 2-piece molecular cluster, C3H8NO2S overall.

Computed properties:
LUMO energy = -4.010 eV
ΔE to the lowest compared entry with this formula, charge and spin = 165.2 kJ/mol
HOMO level = -13.6 eV
Kohn-Sham gap = 9.60 eV

ORCA input file:
```
! RIJCOSX wB97M-V def2-TZVPD def2/J DEFGRID3
* xyz 1 1
C -1.05 0.97 0.83
C -2.44 -1.13 -0.45
C 1.97 0.35 0.44
N 2.08 0.80 -0.83
O -0.07 0.21 0.92
O 2.11 -0.98 0.80
S -2.54 0.54 0.15
H -3.47 -1.54 -0.43
H -1.72 -1.60 0.29
H -2.21 -0.97 -1.47
H -0.90 2.05 1.11
H 2.07 1.76 -1.09
H 1.96 0.17 -1.64
H 2.17 0.96 1.29
H 2.03 -1.59 0.10
*
```

=====

Listing energy for the structures above in their given order: -71477.9361 -79550.5940 -19653.1076 eV.